{
  "formula": "C35H67Br2N9O3",
  "method": "ωB97M-V/def2-TZVPD",
  "e_above_lowest_kj_mol": 5199.6,
  "homo_ha": -0.2277,
  "lumo_ev": -0.183,
  "energy_ev": -196965.35188,
  "species": ["C", "O", "N", "C", "C", "H", "H", "H", "H", "H", "H", "H", "C", "O", "N", "C", "C", "H", "H", "H", "H", "H", "H", "H", "C", "O", "N", "C", "C", "H", "H", "H", "H", "H", "H", "H", "C", "C", "C", "C", "N", "H", "H", "H", "H", "H", "H", "H", "C", "C", "C", "C", "N", "H", "H", "H", "H", "H", "H", "H", "C", "C", "C", "C", "N", "H", "H", "H", "H", "H", "H", "H", "C", "C", "C", "C", "N", "H", "H", "H", "H", "H", "H", "H", "C", "C", "C", "C", "N", "H", "H", "H", "H", "H", "H", "H", "C", "C", "C", "C", "N", "H", "H", "H", "H", "H", "H", "H", "Br", "C", "C", "Br", "H", "H", "H", "H"],
  "coordinates": [[-4.543723, 22.007350, 12.572053], [-3.597197, 21.397273, 12.020261], [-5.107845, 23.130667, 12.129732], [-6.333241, 23.700741, 12.601081], [-4.526611, 23.781554, 10.965574], [-4.949664, 21.785990, 13.571248], [-6.661477, 23.361195, 13.583465], [-7.137734, 23.442778, 11.912347], [-6.203619, 24.779241, 12.691333], [-4.321834, 24.827234, 11.195149], [-3.674808, 23.357707, 10.433702], [-5.357654, 23.840391, 10.262733], [-2.213805, 27.511392, 10.526928], [-1.736087, 27.563675, 9.360994], [-2.306854, 26.417182, 11.292652], [-3.049711, 26.367486, 12.555585], [-1.758654, 25.099476, 10.859157], [-2.797525, 28.306114, 11.016727], [-3.698926, 27.235909, 12.667226], [-2.527412, 26.236614, 13.503306], [-3.776544, 25.557723, 12.491616], [-2.597511, 24.418551, 10.715113], [-1.084722, 24.968535, 10.012526], [-1.365654, 24.680435, 11.785466], [0.128935, 26.322845, 6.902999], [0.894596, 25.405260, 6.888209], [-1.053058, 26.286726, 7.542505], [-2.126783, 27.176401, 7.154459], [-1.420489, 25.085560, 8.302596], [0.221481, 27.244819, 6.308360], [-1.827912, 28.030144, 6.546257], [-2.555379, 27.573204, 8.074766], [-2.854112, 26.551901, 6.635726], [-1.639772, 24.209669, 7.691979], [-0.651464, 24.791007, 9.016694], [-2.236998, 25.270046, 9.000716], [-0.112696, 26.517252, 11.914397], [0.640018, 26.817344, 13.222651], [1.250703, 28.221618, 13.343973], [0.565293, 29.369497, 12.793925], [0.104100, 30.314024, 12.365121], [0.317904, 27.064038, 11.075534], [-1.162562, 26.796412, 12.003557], [0.034495, 25.451233, 11.741089], [1.399271, 26.114216, 13.565078], [-0.078572, 26.686591, 14.031736], [2.227291, 28.302732, 12.866700], [1.378521, 28.418191, 14.408457], [-1.449982, 22.491412, 11.978556], [-1.433735, 21.716996, 10.661535], [-2.686532, 21.827807, 9.723018], [-2.985597, 23.167757, 9.220110], [-3.207214, 24.262811, 8.855778], [-2.354877, 22.495532, 12.586219], [-1.314374, 23.567135, 11.866620], [-0.674709, 22.093589, 12.633363], [-1.386253, 20.666191, 10.947286], [-0.523714, 21.930062, 10.100690], [-3.569639, 21.438681, 10.229794], [-2.548737, 21.269696, 8.796938], [-0.189217, 27.985037, 8.652319], [0.765436, 29.035916, 8.881056], [1.141921, 29.108606, 10.376686], [2.076975, 28.052342, 10.878727], [2.775382, 27.244214, 11.312874], [0.110806, 27.019645, 9.059907], [-0.466368, 27.785943, 7.617116], [-1.103626, 28.277028, 9.168757], [0.439301, 30.009468, 8.515079], [1.653464, 28.905915, 8.262507], [0.284893, 28.959345, 11.033440], [1.644288, 30.066803, 10.509325], [-1.292174, 24.066365, 14.839983], [-0.754904, 22.758932, 14.175816], [0.140432, 23.218679, 13.007661], [1.266341, 24.152886, 13.272111], [2.097679, 24.860596, 13.539038], [-2.000021, 23.744566, 15.603855], [-1.853641, 24.690788, 14.145037], [-0.485734, 24.654134, 15.278472], [-1.506022, 22.031195, 13.868690], [-0.140949, 22.232205, 14.906381], [-0.414871, 23.652675, 12.176168], [0.623128, 22.342056, 12.575631], [-5.717936, 30.118945, 10.212224], [-4.563246, 29.170824, 10.479423], [-3.409396, 29.346710, 9.432989], [-3.753998, 28.753547, 8.161748], [-4.008495, 28.244900, 7.155767], [-6.255657, 29.853286, 9.302068], [-5.408038, 31.128789, 9.943400], [-6.432364, 30.129019, 11.035384], [-4.991365, 28.173959, 10.374206], [-4.218306, 29.224801, 11.511984], [-2.501984, 28.828519, 9.743129], [-3.163459, 30.389970, 9.234904], [-2.027228, 27.273227, 15.082777], [-1.388098, 28.688989, 15.151787], [-2.197263, 29.831228, 14.449312], [-2.707492, 29.575608, 13.071797], [-3.120133, 29.332317, 11.987945], [-1.664595, 26.601361, 15.860721], [-1.783233, 26.750406, 14.157996], [-3.109963, 27.304043, 15.204584], [-0.431332, 28.730838, 14.631247], [-1.146647, 28.975941, 16.175242], [-1.519436, 30.672346, 14.303836], [-3.041998, 30.117872, 15.075695], [-5.490887, 26.307650, 11.101702], [-4.265918, 25.942076, 9.548697], [-4.959499, 24.939810, 8.534893], [-3.887759, 24.786531, 6.875370], [-3.275800, 25.611708, 9.862723], [-4.107609, 26.930542, 9.117473], [-5.905879, 25.402613, 8.255118], [-5.153393, 23.911746, 8.840815]],
  "forces_ev_per_angstrom": [[0.730, -0.876, 0.165], [-4.061, -0.137, 2.341], [1.768, -0.277, -0.460], [-0.577, 0.070, 0.839], [-2.078, -0.832, 1.735], [0.030, -0.761, -0.060], [0.428, -0.459, 0.064], [-0.120, 0.358, -0.171], [-0.403, -0.456, -0.003], [0.611, -2.445, 0.243], [-2.018, -0.425, 3.170], [0.209, -0.318, 0.631], [-1.967, -2.226, 0.991], [-12.604, -10.319, 9.966], [-2.297, -3.023, -1.366], [-1.205, -0.617, -0.842], [-2.096, -0.103, 3.869], [1.643, -1.193, -0.542], [0.547, -0.056, 0.029], [-0.508, -0.749, -2.306], [0.663, -0.071, 0.437], [1.011, 1.013, 0.473], [-0.322, 1.064, 3.075], [-0.552, 2.217, -0.702], [-1.493, -1.320, -1.563], [1.750, -0.869, 0.172], [-1.411, -4.713, -2.300], [0.842, -2.035, -0.916], [3.654, 2.125, -3.064], [0.562, -0.134, -0.305], [0.359, -0.411, -0.211], [1.306, -1.883, -2.386], [0.619, 1.434, -0.038], [0.740, 0.580, -0.351], [1.501, -0.179, -2.381], [1.974, 1.759, -2.057], [4.176, 0.809, 2.741], [-0.673, 2.056, 0.104], [0.415, 0.004, 1.007], [0.080, -0.490, 2.320], [-1.230, 2.161, 0.743], [-0.406, -0.583, 0.176], [3.355, -0.040, 1.358], [0.488, 1.061, -0.070], [-0.480, 2.247, -0.898], [0.086, 0.269, 0.051], [-0.121, -0.294, 0.958], [0.233, 0.213, 0.080], [-4.541, -2.611, -3.868], [-1.364, -0.092, -0.077], [1.022, -0.276, -1.366], [1.023, 0.705, -2.450], [2.148, -11.915, 2.598], [0.418, -0.282, -1.142], [-3.509, -3.706, -1.897], [-3.191, -2.230, -3.580], [0.016, -0.156, -0.185], [0.083, 0.174, -0.115], [0.363, 0.044, -0.487], [0.331, -0.463, -0.018], [9.191, 2.628, -3.418], [2.493, 0.803, -0.048], [1.303, -0.790, -1.509], [0.854, 0.104, -1.968], [0.125, 0.294, -1.095], [0.948, 0.691, 0.150], [1.119, 3.455, 2.383], [4.965, 6.864, -1.696], [-0.500, 0.259, 0.448], [0.809, -0.115, 0.123], [0.170, 0.333, -1.694], [-0.260, -0.073, 0.571], [-0.532, -1.495, 0.139], [1.234, 2.421, 3.114], [6.755, 2.751, 2.243], [-2.013, -3.724, 1.129], [4.018, -0.568, 0.717], [0.014, 0.370, 0.329], [0.187, -0.295, -0.121], [-0.057, -0.118, -0.014], [0.251, 0.734, 1.322], [0.320, 0.209, 0.231], [4.669, 0.789, 2.414], [1.254, 0.562, -0.040], [-0.242, 0.209, -0.858], [-4.249, 0.076, -4.302], [-0.922, 1.859, 0.343], [-2.537, 1.425, -1.289], [-3.019, 2.580, 0.612], [-0.302, -0.384, -0.049], [0.242, 0.289, 0.643], [0.004, 0.141, -0.003], [0.429, 1.039, -0.455], [-4.049, 0.034, -2.332], [-1.741, 3.491, -1.101], [-0.231, 0.292, 0.107], [0.718, 0.846, 1.068], [-0.223, -0.174, -1.052], [-0.404, -0.296, 0.034], [-0.763, -0.722, -1.243], [9.387, 3.373, 9.576], [0.171, 0.305, 0.290], [0.909, 1.569, 1.730], [-0.153, 0.121, -0.108], [-0.408, -0.543, 0.434], [-0.424, 0.206, 0.024], [-0.131, 0.205, 0.212], [-0.061, 0.212, -0.045], [-2.666, 1.831, -2.000], [-2.331, 1.195, -0.974], [-2.583, 2.685, -1.097], [-3.987, 0.025, -3.644], [-2.533, 1.063, 0.868], [-0.719, -0.514, -0.189], [-0.290, 0.112, -0.323], [-0.165, 1.025, -0.751]]
}